Model A:
{"formula": "C4H13NO2", "method": "ωB97M-V/def2-TZVPD", "elements": ["C", "N", "C", "C", "C", "O", "H", "H", "H", "H", "H", "H", "H", "H", "H", "H", "H", "O", "H", "H"], "coordinates": [[-0.9820, -1.1255, 1.1816], [-0.0138, -1.3884, 0.1157], [1.2075, -1.9640, 0.6773], [0.2363, -0.2298, -0.7730], [1.5980, 0.4796, -0.7789], [1.4244, 1.6947, -1.5394], [-1.7755, -1.8630, 1.1713], [-1.5074, -0.1875, 0.9985], [-0.5003, -0.9899, 2.1535], [0.9606, -2.6224, 1.5040], [1.7392, -2.5400, -0.0585], [1.8684, -1.2025, 1.0690], [0.0083, -0.5433, -1.7944], [-0.4697, 0.5485, -0.5046], [1.9424, 0.7460, 0.2162], [2.3268, -0.1015, -1.3403], [1.1098, 2.3450, -0.9072], [-2.7488, 2.7299, -0.4875], [-3.5539, 2.6379, 0.0296], [-2.8699, 3.5761, -0.9327]], "smiles": "CN(C)CCO.O", "lumo_ev": 0.632, "charge": 0, "orbital_gap_ev": 8.742, "homo_ev": -8.1}

Model B:
{"formula": "C4H13NO2", "method": "ωB97M-V/def2-TZVPD", "elements": ["C", "C", "C", "O", "H", "H", "H", "H", "H", "H", "H", "H", "C", "N", "O", "H", "H", "H", "H", "H"], "coordinates": [[1.6124, 0.1066, -0.4582], [0.9500, -1.5804, 0.4555], [1.2831, 1.2650, 0.4316], [2.9460, -0.1795, -0.6067], [3.3768, -0.1685, 0.2601], [1.1710, 0.1306, -1.4477], [1.7214, 1.1270, 1.4262], [1.6811, 2.1990, 0.0146], [1.4338, -1.2823, 1.3843], [0.1833, -2.2255, 0.8734], [1.6048, -2.1931, -0.1591], [0.2056, 1.3667, 0.5363], [-2.6911, 0.9466, -0.2419], [-2.5855, -0.4553, -0.5780], [-0.8875, -0.8316, -0.3488], [-0.8366, -1.2158, -1.2329], [-2.9679, -1.0011, 0.1946], [-2.2440, 1.2153, 0.7268], [-3.7492, 1.2348, -0.2098], [-2.2077, 1.5415, -1.0203]], "lumo_ev": 0.904, "charge": 0, "orbital_gap_ev": 8.977, "homo_ev": -8.1}

Model C:
{"formula": "C4H13NO2", "method": "ωB97M-V/def2-TZVPD", "elements": ["C", "C", "C", "N", "C", "O", "H", "H", "H", "H", "H", "H", "H", "H", "H", "H", "H", "O", "H", "H"], "coordinates": [[-0.8674, -1.3962, -0.4596], [-1.0516, 0.0650, -0.2797], [-1.4965, 0.7706, -1.6376], [0.0624, 0.8112, 0.4001], [1.3443, 0.9446, -0.3303], [2.2397, 1.6150, 0.5780], [-0.0762, -1.6509, -1.1551], [-0.2131, -1.7947, 0.2862], [-1.7394, -2.0639, -0.8051], [-1.8904, 0.1998, 0.4011], [-1.5905, 1.8914, -1.4998], [-0.9070, 0.4410, -2.5359], [-2.5064, 0.3616, -1.8814], [0.1513, 0.4592, 1.3527], [1.8680, -0.1050, -0.6966], [1.0496, 1.5758, -1.1575], [1.5857, 2.1468, 1.0942], [1.2236, -1.6172, 2.4637], [1.7441, -0.8273, 2.4813], [1.0701, -1.8267, 3.3813]], "smiles": "CC(C)NCO.O", "lumo_ev": 0.712, "charge": 0, "orbital_gap_ev": 9.791, "homo_ev": -9.1}

Which of them is least stable? Easy: model B.

Model A:
{"formula": "C4H13NO2", "method": "ωB97M-V/def2-TZVPD", "elements": ["C", "C", "C", "C", "N", "H", "H", "H", "H", "H", "H", "H", "H", "H", "O", "H", "H", "O", "H", "H"], "coordinates": [[-1.1016, 0.4192, -1.8887], [-0.0004, -0.4723, -1.2687], [0.9260, 0.0277, -0.4355], [2.1755, -0.7885, -0.1933], [0.6909, 1.1794, 0.3032], [-1.7400, 0.8279, -1.1081], [-0.5208, 1.1822, -2.4085], [-1.6370, -0.1617, -2.6112], [-0.0474, -1.5011, -1.5764], [2.5801, -0.8735, 0.8250], [2.9908, -0.3272, -0.7487], [1.9288, -1.8062, -0.4923], [-0.1184, 1.6715, -0.0489], [1.4456, 1.8453, 0.4094], [-0.1401, 0.6192, 3.4777], [0.4275, -0.1425, 3.6107], [-0.1944, 0.8421, 2.5434], [-2.7927, -0.5521, 0.6307], [-2.6429, -0.9338, -0.2386], [-2.2295, -1.0555, 1.2188]], "smiles": "C/C=C(/C)N.O.O", "lumo_ev": 0.693, "charge": 0, "orbital_gap_ev": 8.988, "homo_ev": -8.3}

Model B:
{"formula": "C4H13NO2", "method": "ωB97M-V/def2-TZVPD", "elements": ["C", "C", "C", "O", "H", "H", "H", "H", "H", "H", "H", "H", "N", "C", "O", "H", "H", "H", "H", "H"], "coordinates": [[-1.6643, -1.4937, 0.4844], [-1.8355, -0.1914, -0.2869], [-1.4197, 1.0285, 0.5548], [-1.0978, 2.1531, -0.2212], [-1.9747, -2.3425, -0.1193], [-2.2714, -1.4795, 1.3860], [-0.6255, -1.6392, 0.7780], [-1.2348, -0.2181, -1.2007], [-2.8741, -0.0762, -0.5986], [-0.5774, 0.7564, 1.2066], [-2.2490, 1.3352, 1.1964], [-0.2613, 1.9812, -0.6811], [3.0100, -0.7065, -0.1248], [2.2491, 0.4954, 0.0173], [1.3807, 0.7916, -1.0650], [2.4162, -1.5246, -0.2019], [3.6187, -0.6679, -0.9360], [2.9291, 1.3469, 0.0819], [1.6740, 0.4230, 0.9508], [0.8077, 0.0284, -1.2206]], "smiles": "CCCO.NCO", "lumo_ev": 0.774, "charge": 0, "orbital_gap_ev": 10.745, "homo_ev": -10.0}

Which of them is least stable? Easy: model A.

Model A:
{"formula": "C4H11N2O", "method": "ωB97M-V/def2-TZVPD", "elements": ["O", "C", "N", "C", "N", "C", "C", "H", "H", "H", "H", "H", "H", "H", "H", "H", "H", "H"], "coordinates": [[-1.9051, -0.8337, 0.3852], [-1.0246, -0.7172, -0.4960], [-1.2176, -0.9537, -1.7630], [0.3797, -0.4061, 0.0419], [0.2891, 0.9037, 0.8667], [0.1445, 2.1332, -0.0268], [0.9499, -1.4932, 0.9319], [-2.1241, -1.2365, -2.1446], [-0.4559, -0.9453, -2.4225], [1.0918, -0.2016, -0.7581], [-0.5852, 0.9967, 1.3873], [1.0948, 1.0222, 1.4771], [-0.5074, 1.9409, -0.8802], [-0.4707, 2.8645, 0.5040], [1.1041, 2.4879, -0.3873], [0.6367, -1.5552, 1.9719], [0.5769, -2.4586, 0.5444], [2.0230, -1.5480, 0.7680]], "lumo_ev": [-9.085, -13.771], "charge": 2, "orbital_gap_ev": [12.819, 8.145], "homo_ev": [-21.9, -21.9], "multiplicity": 2, "s2": 0.755}

Model B:
{"formula": "C4H11N2O", "method": "ωB97M-V/def2-TZVPD", "elements": ["C", "C", "N", "H", "H", "H", "H", "H", "H", "C", "N", "C", "O", "H", "H", "H", "H", "H"], "coordinates": [[-1.6944, 0.7891, 1.5661], [-0.3767, 2.3700, 0.2847], [-0.7800, 1.1773, 0.5011], [-1.2662, -0.0490, 2.1189], [-2.6654, 0.4888, 1.1462], [-1.8528, 1.6558, 2.2328], [-0.6442, 3.1876, 0.9438], [0.2779, 2.5335, -0.5665], [-0.3782, 0.5152, -0.2571], [0.5392, -0.8491, -2.0327], [1.1267, -1.8011, -1.2317], [1.3626, -1.6714, 0.1749], [0.1447, 0.2713, -1.7003], [0.4562, -1.1641, -3.0773], [1.5198, -2.6090, -1.7226], [2.1228, -2.3712, 0.5282], [0.4309, -1.8311, 0.7425], [1.6774, -0.6425, 0.3490]], "lumo_ev": [-8.677, -14.016], "charge": 2, "orbital_gap_ev": [11.959, 6.622], "homo_ev": [-20.6, -20.6], "multiplicity": 2, "s2": 0.773}

Which of them is least stable? Easy: model B.

Model A:
{"formula": "C4H6S2", "method": "ωB97M-V/def2-TZVPD", "elements": ["C", "C", "C", "C", "S", "S", "H", "H", "H", "H", "H", "H"], "coordinates": [[-0.4872, -1.1116, -0.7944], [-0.1182, -0.0009, -0.1393], [-1.0954, 0.6968, 0.5982], [1.2027, 0.5145, -0.1651], [1.3371, 2.1766, -0.3818], [2.6456, -0.4861, 0.1049], [0.3965, -1.6839, -1.3109], [-1.5475, -1.4292, -0.9546], [-0.9117, 0.7361, 1.5977], [-1.1995, 1.7947, 0.3063], [-2.0634, 0.2561, 0.2428], [1.8408, -1.4631, 0.8963]], "smiles": "C=C(C)C(=S)S", "lumo_ev": -0.745, "charge": 0, "orbital_gap_ev": 7.976, "homo_ev": -8.7}

Model B:
{"formula": "C4H6S2", "method": "ωB97M-V/def2-TZVPD", "elements": ["C", "C", "S", "C", "C", "H", "H", "H", "H", "S", "H", "H"], "coordinates": [[-0.5097, 1.6236, -1.0370], [-0.7151, 0.3500, -0.7922], [-2.0632, -0.6451, -0.2548], [-0.3791, -0.9425, -0.8671], [0.2918, -2.0702, -1.0822], [-1.3083, 2.2817, -0.9333], [0.4944, 1.8691, -1.4902], [-0.0705, -3.0728, -0.8129], [1.3105, -2.3072, -1.6356], [1.0828, 1.5854, 2.8276], [0.6535, 0.5289, 2.1406], [1.2127, 0.7992, 3.9371]], "smiles": "C=C1SC1=C.S", "lumo_ev": 0.006, "charge": 0, "orbital_gap_ev": 8.814, "homo_ev": -8.8}

Which of them is least stable? Easy: model B.

Model A:
{"formula": "C3H7O2S", "method": "ωB97M-V/def2-TZVPD", "elements": ["O", "C", "C", "C", "S", "H", "H", "H", "H", "H", "H", "H", "O"], "coordinates": [[1.8251, -0.8679, 2.3235], [1.0139, -0.8668, 1.4275], [1.3276, -0.7094, -0.0326], [0.2086, -1.1326, -0.9517], [-1.3215, -0.1557, -0.7937], [-0.0624, -1.0262, 1.6216], [2.2267, -1.3251, -0.1527], [1.7476, 0.2774, -0.2445], [-0.0243, -2.1950, -0.8316], [0.5666, -1.0516, -1.9712], [-2.3424, 2.2864, -0.3587], [-2.2764, 3.7549, -0.0262], [-2.8891, 3.0117, -0.0095]], "lumo_ev": 3.845, "charge": -1, "orbital_gap_ev": 6.717, "homo_ev": -2.9}

Model B:
{"formula": "C3H7O2S", "method": "ωB97M-V/def2-TZVPD", "elements": ["O", "C", "C", "C", "S", "H", "H", "H", "H", "H", "H", "H", "O"], "coordinates": [[-1.0724, 0.6454, 2.3347], [-0.5875, 0.3509, 1.2573], [-1.3809, 0.1386, 0.0190], [-0.6465, -0.7956, -0.9124], [0.2528, 0.1051, -2.2364], [0.5014, 0.2909, 1.1520], [-2.3697, -0.2891, 0.2462], [-1.5845, 1.0543, -0.5157], [0.0461, -1.4126, -0.3440], [-1.3218, -1.4929, -1.4174], [2.6466, 0.3261, -0.6847], [2.7500, 0.9222, 0.8411], [2.7664, 0.1567, 0.2604]], "lumo_ev": 3.842, "charge": -1, "orbital_gap_ev": 6.631, "homo_ev": -2.8}

Which of them is least stable? Easy: model B.

Model A:
{"formula": "C3H7O2S", "method": "ωB97M-V/def2-TZVPD", "elements": ["C", "C", "S", "H", "H", "H", "H", "H", "H", "O", "C", "O", "H"], "coordinates": [[0.4246, 0.1314, 1.4757], [0.4348, 1.2011, 0.3165], [1.7458, 0.7740, -0.9219], [0.5047, -0.8761, 1.0152], [1.3461, 0.2067, 2.0480], [-0.5654, 0.1106, 2.0407], [1.0884, 2.2236, 0.8294], [-0.5286, 1.4185, -0.1926], [0.8107, -0.0893, -1.5539], [-0.3615, -2.0922, -0.9519], [-1.3126, -1.2567, -1.2585], [-1.3689, -0.5112, -2.2714], [-2.2183, -1.2405, -0.5753]], "lumo_ev": 3.529, "charge": -1, "orbital_gap_ev": 7.995, "homo_ev": -4.5}

Model B:
{"formula": "C3H7O2S", "method": "ωB97M-V/def2-TZVPD", "elements": ["O", "C", "C", "C", "S", "H", "H", "H", "H", "H", "H", "H", "O"], "coordinates": [[-0.4871, -2.7877, -0.6863], [-0.7025, -1.6882, -0.2216], [-0.1074, -1.1849, 1.0615], [0.4738, 0.2245, 0.8751], [-0.8137, 1.4944, 0.6681], [-1.3522, -0.9645, -0.7452], [0.6162, -1.9348, 1.3942], [-0.8996, -1.1125, 1.7947], [1.1220, 0.2274, -0.0016], [1.0914, 0.4497, 1.7456], [0.9295, 2.8703, -2.2820], [-0.0863, 2.1861, -1.3289], [0.2158, 2.2202, -2.2736]], "lumo_ev": 4.023, "charge": -1, "orbital_gap_ev": 7.060, "homo_ev": -3.0}

Which of them is least stable? Easy: model A.

Model A:
{"formula": "C3H7O2S", "method": "ωB97M-V/def2-TZVPD", "elements": ["O", "C", "C", "C", "S", "H", "H", "H", "H", "H", "H", "H", "O"], "coordinates": [[-0.6816, -3.7036, 1.4462], [-0.7221, -2.4906, 1.3383], [-0.8522, -1.7379, 0.0638], [-0.3321, -0.3164, 0.2455], [-1.7608, 0.4961, 1.2131], [-0.8701, -1.8100, 2.2125], [-1.9101, -1.7575, -0.2722], [-0.2244, -2.3163, -0.6106], [-0.1512, 0.1681, -0.7277], [0.6641, -0.4061, 0.7565], [3.0628, 4.6777, -1.8445], [1.6311, 4.2013, -1.8017], [2.1465, 4.9951, -2.0193]], "lumo_ev": 3.007, "charge": -1, "orbital_gap_ev": 5.770, "homo_ev": -2.8}

Model B:
{"formula": "C3H7O2S", "method": "ωB97M-V/def2-TZVPD", "elements": ["O", "C", "C", "C", "S", "H", "H", "H", "H", "H", "H", "H", "O"], "coordinates": [[-2.2326, 0.5690, 1.6251], [-1.2885, 0.6130, 0.8549], [-1.2592, -0.1405, -0.4105], [0.1059, -0.3507, -1.0534], [0.9221, 1.2629, -1.3781], [-0.4225, 1.2472, 1.1013], [-1.7273, -1.1222, -0.1977], [-1.8890, 0.2445, -1.2144], [0.7449, -1.0698, -0.5185], [-0.0140, -0.8876, -1.9989], [2.5156, 0.1092, 0.3387], [1.8442, -0.2386, 1.6284], [2.7002, -0.2365, 1.2230]], "lumo_ev": 3.929, "charge": -1, "orbital_gap_ev": 6.931, "homo_ev": -3.0}

Model C:
{"formula": "C3H7O2S", "method": "ωB97M-V/def2-TZVPD", "elements": ["C", "S", "C", "H", "H", "H", "H", "H", "H", "O", "C", "O", "H"], "coordinates": [[-0.9989, 2.0734, -0.2263], [-2.0557, 1.1492, 0.9014], [-0.9890, -0.2670, 1.1567], [0.0305, 2.1336, 0.1109], [-1.0325, 1.6423, -1.2195], [-1.3760, 3.1009, -0.2215], [-0.7457, -0.8268, 0.2489], [-1.4549, -1.0168, 1.7879], [-0.0438, 0.0383, 1.6014], [1.1722, -1.2524, -0.8718], [2.1527, -2.0159, -1.0381], [2.2152, -3.0929, -1.6419], [3.1257, -1.6660, -0.5880]], "lumo_ev": 3.149, "charge": -1, "orbital_gap_ev": 7.198, "homo_ev": -4.0}

Which of them is least stable? Easy: model A.

Model A:
{"formula": "C5H4O2", "method": "ωB97M-V/def2-TZVPD", "elements": ["O", "C", "C", "C", "C", "C", "O", "H", "H", "H", "H"], "coordinates": [[-0.6756, 1.9665, -1.7183], [-0.2315, 1.1894, -0.9183], [-0.5087, 1.0870, 0.5065], [-0.3287, -0.0911, 1.1451], [0.2573, -1.2062, 0.4512], [0.7930, -0.9472, -0.7533], [0.6794, 0.2336, -1.3809], [-0.9749, 1.9431, 0.9775], [-0.6108, -0.2109, 2.1886], [0.2707, -2.2147, 0.8572], [1.3638, -1.6470, -1.3478]], "smiles": "O=c1cccco1", "lumo_ev": 0.246, "charge": 0, "orbital_gap_ev": 9.447, "homo_ev": -9.2}

Model B:
{"formula": "C5H4O2", "method": "ωB97M-V/def2-TZVPD", "elements": ["O", "C", "O", "C", "C", "C", "C", "H", "H", "H", "H"], "coordinates": [[0.2313, -0.1684, 2.5263], [0.1376, -0.0821, 1.3407], [0.2155, 1.2096, 0.7905], [0.0960, 1.4023, -0.5255], [-0.1159, 0.4251, -1.4456], [-0.2136, -0.9602, -1.1010], [-0.0735, -1.2075, 0.3622], [0.1872, 2.4654, -0.7601], [-0.1955, 0.7523, -2.4828], [0.6457, -2.0187, 0.5691], [-0.9148, -1.8177, 0.7261]], "lumo_ev": -0.979, "charge": 0, "orbital_gap_ev": 7.444, "homo_ev": -8.4}

Model C:
{"formula": "C5H4O2", "method": "ωB97M-V/def2-TZVPD", "elements": ["O", "C", "O", "C", "C", "C", "C", "H", "H", "H", "H"], "coordinates": [[1.6808, 1.2958, -1.9501], [0.8342, 1.9908, -1.6504], [0.5131, 0.7317, 0.7100], [0.8214, -0.5756, 0.9224], [-0.1754, -1.3788, 0.4815], [-1.1821, -0.5070, -0.0423], [-0.7185, 0.7503, 0.1223], [1.7493, -0.7870, 1.4357], [-0.2177, -2.4553, 0.5505], [-2.1494, -0.7685, -0.4419], [-1.1557, 1.7036, -0.1378]], "lumo_ev": 1.123, "charge": 0, "orbital_gap_ev": 10.080, "homo_ev": -9.0}

Which of them is least stable? Easy: model B.